Run 1
{"formula": "C5H10O2", "method": "ωB97M-V with the def2-TZVPD basis set", "species": ["C", "C", "C", "O", "C", "C", "O", "H", "H", "H", "H", "H", "H", "H", "H", "H", "H"], "coordinates": [[-0.24, -1.80, 2.13], [-0.74, -0.78, 1.16], [-0.31, 0.48, 1.08], [-0.48, 1.27, -0.03], [-0.20, 0.65, -1.31], [0.60, 1.64, -2.12], [0.54, -0.53, -1.17], [0.28, -2.59, 1.56], [-1.04, -2.29, 2.68], [0.49, -1.37, 2.83], [-1.37, -1.15, 0.35], [0.93, -0.49, -0.29], [0.27, 0.97, 1.86], [-1.15, 0.40, -1.79], [1.55, 1.81, -1.61], [0.80, 1.21, -3.10], [0.07, 2.59, -2.23]], "lowdin_charge": [-0.095, -0.150, -0.181, -0.058, -0.453, -0.021, -0.023, 0.081, 0.072, 0.076, 0.119, 0.090, 0.130, 0.152, 0.090, 0.087, 0.084], "gap_ev": 9.95, "homo_ev": -8.94, "smiles": "C/C=C/O[C@@H](C)O", "multiplicity": 1}

---

Run 2
{"formula": "C5H10O2", "method": "ωB97M-V with the def2-TZVPD basis set", "species": ["O", "C", "C", "C", "C", "C", "O", "H", "H", "H", "H", "H", "H", "H", "H", "H", "H"], "coordinates": [[2.18, -0.60, -1.38], [1.82, -0.82, -0.02], [0.57, -0.12, 0.40], [-0.77, -0.73, 0.61], [-1.69, -0.43, -0.60], [-0.35, 2.04, 0.51], [0.63, 1.18, 0.34], [2.20, 0.36, -1.51], [2.67, -0.55, 0.63], [1.67, -1.89, 0.06], [-1.32, 0.44, -1.16], [-1.22, -0.34, 1.54], [-0.66, -1.81, 0.75], [-2.72, -0.23, -0.30], [-1.68, -1.27, -1.29], [-1.27, 1.70, 0.96], [-0.06, 3.07, 0.46]], "lowdin_charge": [-0.053, -0.197, -0.288, -0.191, -0.091, -0.027, -0.044, 0.083, 0.122, 0.122, 0.067, 0.110, 0.112, 0.075, 0.074, 0.064, 0.062], "gap_ev": [7.84, 8.15], "homo_ev": [-7.12, -7.45], "multiplicity": 1}

---

Run 3
{"formula": "C5H10O2", "method": "ωB97M-V with the def2-TZVPD basis set", "species": ["C", "O", "C", "C", "O", "C", "C", "H", "H", "H", "H", "H", "H", "H", "H", "H", "H"], "coordinates": [[-1.34, 0.91, 1.83], [-0.49, 0.01, 1.14], [-0.62, 0.06, -0.24], [0.39, 1.12, -1.27], [0.68, 0.03, -2.01], [0.26, -0.92, -1.02], [1.42, -1.53, -0.27], [-1.10, 1.95, 1.58], [-2.40, 0.72, 1.59], [-1.17, 0.75, 2.89], [-1.69, 0.02, -0.54], [1.12, 1.51, -0.58], [-0.57, 1.65, -1.32], [-0.30, -1.70, -1.53], [1.06, -2.24, 0.48], [2.08, -2.07, -0.96], [2.01, -0.77, 0.25]], "lowdin_charge": [-0.091, -0.155, -0.220, -0.120, -0.080, -0.338, -0.027, 0.093, 0.090, 0.091, 0.149, 0.106, 0.106, 0.140, 0.087, 0.085, 0.085], "gap_ev": 9.46, "homo_ev": -8.49, "smiles": "CO[C@H]1CO[C@H]1C", "multiplicity": 1}

---

Most stable: run 1

---

Run 1
{"formula": "C5H10O2", "method": "ωB97M-V with the def2-TZVPD basis set", "species": ["C", "C", "O", "C", "C", "C", "O", "H", "H", "H", "H", "H", "H", "H", "H", "H", "H"], "coordinates": [[-0.86, -0.70, -1.66], [-1.62, -0.30, -0.41], [-0.82, -0.30, 0.76], [0.29, 0.54, 0.65], [1.05, 0.57, 1.97], [1.31, 0.01, -0.35], [1.96, 0.69, -1.09], [-1.47, -0.58, -2.55], [0.00, -0.05, -1.86], [-0.51, -1.74, -1.60], [-2.07, 0.70, -0.55], [-2.44, -1.01, -0.21], [-0.01, 1.56, 0.34], [1.98, 1.13, 1.82], [0.47, 1.03, 2.76], [1.30, -0.45, 2.26], [1.44, -1.10, -0.28]], "lowdin_charge": [-0.074, -0.237, -0.115, -0.388, -0.023, -0.280, 0.056, 0.085, 0.057, 0.091, 0.122, 0.122, 0.162, 0.093, 0.088, 0.092, 0.148], "gap_ev": 10.62, "homo_ev": -9.60, "smiles": "CCO[C@@H](C)C=O", "multiplicity": 1}

---

Run 2
{"formula": "C5H10O2", "method": "ωB97M-V with the def2-TZVPD basis set", "species": ["C", "C", "C", "O", "C", "C", "O", "H", "H", "H", "H", "H", "H", "H", "H", "H", "H"], "coordinates": [[-1.53, -0.48, -0.57], [-0.64, 0.11, 0.51], [0.62, -0.72, 0.84], [0.52, -2.09, 0.55], [1.44, 0.18, -0.11], [0.32, 1.22, -0.01], [0.01, 1.84, -1.23], [-2.16, 0.31, -1.03], [-2.20, -1.23, -0.15], [-0.96, -0.94, -1.38], [-1.25, 0.40, 1.38], [0.91, -0.56, 1.89], [1.40, -2.47, 0.64], [2.45, 0.47, 0.17], [1.44, -0.24, -1.12], [0.52, 1.97, 0.78], [-0.88, 2.21, -1.17]], "lowdin_charge": [-0.054, -0.249, -0.349, -0.019, -0.062, -0.353, -0.022, 0.077, 0.083, 0.088, 0.135, 0.148, 0.099, 0.111, 0.126, 0.148, 0.094], "gap_ev": 10.62, "homo_ev": -9.77, "smiles": "C[C@@H]1[C@H](O)C[C@@H]1O", "multiplicity": 1}

---

Run 3
{"formula": "C5H10O2", "method": "ωB97M-V with the def2-TZVPD basis set", "species": ["C", "C", "C", "O", "C", "C", "O", "H", "H", "H", "H", "H", "H", "H", "H", "H", "H"], "coordinates": [[-2.24, -0.67, -0.55], [-1.12, 0.36, -0.67], [0.03, 0.09, 0.29], [0.44, -1.26, 0.08], [1.25, 1.03, 0.08], [2.41, 0.08, -0.11], [2.93, -0.49, 0.83], [-3.03, -0.49, -1.28], [-1.84, -1.67, -0.71], [-2.69, -0.64, 0.45], [-0.72, 0.36, -1.70], [-1.50, 1.38, -0.49], [-0.35, 0.18, 1.32], [1.13, -1.46, 0.73], [1.46, 1.63, 0.97], [1.12, 1.68, -0.78], [2.71, -0.16, -1.15]], "lowdin_charge": [-0.102, -0.217, -0.381, -0.053, -0.085, -0.262, 0.038, 0.072, 0.071, 0.077, 0.118, 0.118, 0.148, 0.087, 0.123, 0.113, 0.134], "gap_ev": 11.02, "homo_ev": -10.01, "smiles": "CC[C@@H](O)CC=O", "multiplicity": 1}

---

Most stable: run 3

---

Run 1
{"formula": "C4H10O", "method": "ωB97M-V with the def2-TZVPD basis set", "species": ["C", "C", "O", "C", "C", "H", "H", "H", "H", "H", "H", "H", "H", "H", "H"], "coordinates": [[-1.32, -0.55, -1.43], [-1.12, 0.94, -1.38], [-1.18, 1.62, -0.38], [0.27, 0.22, 2.03], [1.46, -0.37, 2.09], [-0.55, -1.00, -2.07], [-2.29, -0.78, -1.89], [-1.27, -0.97, -0.42], [1.90, 0.04, -1.32], [-0.90, 1.42, -2.36], [-0.65, -0.33, 2.26], [0.14, 1.26, 1.73], [1.59, -1.41, 2.37], [2.37, 0.18, 1.86], [1.59, 0.08, -0.65]], "lowdin_charge": [-0.071, -0.340, 0.015, -0.099, -0.103, 0.068, 0.083, 0.072, 0.055, 0.115, 0.051, 0.043, 0.046, 0.042, 0.023], "gap_ev": 11.03, "homo_ev": -9.85, "smiles": "[H][H].CC=O.C=C", "multiplicity": 1}

---

Run 2
{"formula": "C4H10O", "method": "ωB97M-V with the def2-TZVPD basis set", "species": ["C", "C", "C", "C", "H", "H", "H", "H", "H", "H", "H", "H", "O", "H", "H"], "coordinates": [[0.77, -0.71, -1.12], [0.39, 0.33, -0.38], [-0.03, 1.68, -0.91], [0.20, 0.22, 1.12], [1.07, -1.70, -0.77], [0.72, -0.54, -2.20], [0.40, 2.00, -1.87], [0.08, 2.51, -0.19], [-1.11, 1.48, -1.04], [0.90, 0.87, 1.66], [0.34, -0.82, 1.46], [-0.83, 0.52, 1.37], [-0.99, -1.69, 0.64], [-0.55, -1.53, 1.51], [-1.35, -2.60, 0.71]], "lowdin_charge": [0.014, -0.424, -0.074, -0.104, 0.068, 0.065, 0.079, 0.078, 0.090, 0.094, 0.050, 0.100, -0.131, 0.018, 0.079], "gap_ev": 9.57, "homo_ev": -8.74, "smiles": "C=C(C)C.O", "multiplicity": 1}

---

Most stable: run 1

---

Run 1
{"formula": "C4H10O", "method": "ωB97M-V with the def2-TZVPD basis set", "species": ["C", "C", "C", "C", "O", "H", "H", "H", "H", "H", "H", "H", "H", "H", "H"], "coordinates": [[0.22, 0.51, -1.68], [-0.87, 0.10, -0.55], [-0.59, -0.90, 0.59], [0.76, -0.60, 1.23], [0.65, 2.18, 0.71], [-0.21, 1.17, -2.41], [0.78, 1.07, -0.88], [0.69, -0.40, -2.10], [-1.95, -0.02, -0.77], [-0.75, 1.08, 0.05], [-0.65, -1.94, 0.24], [1.55, -0.34, 0.52], [1.09, -1.42, 1.88], [0.62, 0.35, 1.77], [-1.34, -0.85, 1.40]], "lowdin_charge": [-0.077, -0.215, -0.277, -0.129, -0.084, 0.060, 0.021, 0.077, 0.110, 0.084, 0.113, 0.066, 0.082, 0.054, 0.114], "gap_ev": 7.39, "homo_ev": -11.09, "multiplicity": 1}

---

Run 2
{"formula": "C4H10O", "method": "ωB97M-V with the def2-TZVPD basis set", "species": ["C", "C", "C", "C", "O", "H", "H", "H", "H", "H", "H", "H", "H", "H", "H"], "coordinates": [[-1.06, -1.47, -0.98], [-1.27, -0.16, -0.21], [-0.13, 0.81, -0.31], [1.27, 1.55, 0.95], [1.16, 0.04, 0.19], [-0.13, -1.96, -0.66], [-0.99, -1.28, -2.06], [-1.88, -2.18, -0.82], [-2.15, 0.36, -0.59], [-1.48, -0.39, 0.84], [0.10, 1.03, -1.37], [1.22, 2.51, 0.45], [0.61, 1.53, 1.81], [2.31, 1.35, 1.26], [1.82, -0.06, -0.52]], "lowdin_charge": [-0.124, -0.300, -0.206, -0.033, -0.134, 0.060, 0.069, 0.066, 0.105, 0.100, 0.084, 0.057, 0.072, 0.067, 0.119], "gap_ev": 7.53, "homo_ev": -6.73, "multiplicity": 1}

---

Run 3
{"formula": "C4H10O", "method": "ωB97M-V with the def2-TZVPD basis set", "species": ["C", "C", "C", "C", "O", "H", "H", "H", "H", "H", "H", "H", "H", "H", "H"], "coordinates": [[-2.25, -0.35, 0.07], [-1.03, -0.04, 0.52], [0.24, -0.66, 0.02], [1.54, 0.15, 0.07], [2.59, -0.81, -0.03], [-2.38, -0.98, -0.81], [-3.13, 0.11, 0.49], [-1.22, 1.38, -0.75], [-0.60, 1.82, -0.76], [-0.93, 0.71, 1.31], [0.11, -1.07, -0.99], [0.40, -1.51, 0.69], [1.60, 0.88, -0.75], [1.62, 0.70, 1.02], [3.43, -0.34, -0.10]], "lowdin_charge": [-0.061, -0.299, -0.202, -0.289, -0.077, 0.067, 0.059, 0.061, 0.076, 0.108, 0.124, 0.123, 0.105, 0.117, 0.086], "gap_ev": 10.16, "homo_ev": -9.21, "smiles": "C=CCCO.[H][H]", "multiplicity": 1}

---

Most stable: run 3

---

Run 1
{"formula": "C4H10O", "method": "ωB97M-V with the def2-TZVPD basis set", "species": ["C", "C", "C", "C", "O", "H", "H", "H", "H", "H", "H", "H", "H", "H", "H"], "coordinates": [[2.03, -0.38, -0.52], [1.15, -1.31, -0.14], [-1.17, 0.69, 0.20], [-2.11, -0.40, -0.25], [-0.94, 0.93, 1.36], [1.58, 2.36, 1.07], [2.32, -0.26, -1.56], [2.49, 0.29, 0.20], [0.69, -1.99, -0.85], [0.86, -1.41, 0.91], [-0.69, 1.28, -0.61], [-1.75, -0.90, -1.15], [-2.26, -1.11, 0.56], [-3.08, 0.06, -0.49], [0.89, 2.14, 1.26]], "lowdin_charge": [-0.079, -0.096, -0.361, -0.063, -0.021, 0.045, 0.051, 0.030, 0.052, 0.060, 0.113, 0.071, 0.084, 0.084, 0.029], "gap_ev": 11.01, "homo_ev": -9.90, "smiles": "[H][H].CC=O.C=C", "multiplicity": 1}

---

Run 2
{"formula": "C4H10O", "method": "ωB97M-V with the def2-TZVPD basis set", "species": ["C", "C", "C", "C", "H", "H", "H", "H", "H", "H", "H", "H", "O", "H", "H"], "coordinates": [[0.78, 0.56, 0.19], [-0.54, 0.49, 0.02], [-2.42, -0.78, 0.99], [-1.34, -0.77, -0.14], [1.20, 1.57, 0.26], [1.46, -0.29, 0.29], [-1.07, 1.45, -0.01], [-1.92, -0.69, 1.97], [-3.04, -1.70, 0.99], [-3.09, 0.09, 0.86], [-1.78, -0.70, -1.15], [-0.72, -1.68, -0.11], [4.10, 1.09, -1.67], [4.08, 0.11, -1.78], [4.29, 1.23, -0.72]], "lowdin_charge": [-0.020, -0.233, -0.117, -0.265, 0.052, 0.058, 0.105, 0.074, 0.065, 0.069, 0.107, 0.107, -0.093, 0.046, 0.045], "gap_ev": 10.51, "homo_ev": -9.61, "smiles": "C=CCC.O", "multiplicity": 1}

---

Run 3
{"formula": "C4H10O", "method": "ωB97M-V with the def2-TZVPD basis set", "species": ["C", "C", "C", "C", "H", "H", "H", "H", "H", "H", "H", "H", "H", "H", "O"], "coordinates": [[-1.78, -0.67, -0.15], [-0.93, 0.60, 0.29], [0.50, 0.77, -0.35], [1.35, -0.39, 0.18], [-1.66, -0.89, -1.25], [-2.91, -0.64, 0.16], [-1.40, -1.63, 0.16], [-0.98, 0.66, 1.42], [-1.51, 1.43, -0.14], [0.39, 0.80, -1.48], [0.82, 1.76, -0.06], [1.07, -0.55, 1.28], [1.11, -1.37, -0.33], [3.15, 0.43, 0.40], [2.79, -0.31, -0.12]], "lowdin_charge": [-0.132, -0.264, -0.206, -0.263, 0.071, 0.098, 0.034, 0.116, 0.088, 0.128, 0.095, 0.132, 0.126, 0.082, -0.104], "gap_ev": 11.32, "homo_ev": -10.30, "smiles": "CCCCO", "multiplicity": 1}

---

Most stable: run 2

---

Run 1
{"formula": "C4H10O", "method": "ωB97M-V with the def2-TZVPD basis set", "species": ["C", "O", "H", "H", "H", "H", "C", "C", "C", "H", "H", "H", "H", "H", "H"], "coordinates": [[1.88, 2.19, 1.59], [2.31, 0.88, 1.40], [0.76, 2.17, 1.92], [2.43, 2.62, 2.45], [2.03, 2.72, 0.65], [1.92, 0.47, 2.17], [-0.38, -1.29, -1.76], [-1.07, -1.09, -0.46], [-2.49, -1.06, -0.56], [-1.02, -1.97, -2.26], [-0.43, -0.36, -2.38], [0.64, -1.62, -1.90], [-0.52, -1.54, 0.47], [-3.21, -0.57, 0.13], [-2.86, -1.55, -1.45]], "lowdin_charge": [-0.202, -0.128, 0.107, 0.075, 0.074, 0.069, -0.163, -0.223, -0.016, 0.050, 0.086, 0.067, 0.118, 0.049, 0.037], "gap_ev": 9.53, "homo_ev": -8.64, "smiles": "C=CC.CO", "multiplicity": 1}

---

Run 2
{"formula": "C4H10O", "method": "ωB97M-V with the def2-TZVPD basis set", "species": ["C", "O", "C", "C", "C", "H", "H", "H", "H", "H", "H", "H", "H", "H", "H"], "coordinates": [[1.81, 1.22, 0.80], [-0.34, -1.67, -1.88], [0.81, 0.61, 0.03], [-0.71, -0.10, 0.72], [-1.83, -0.38, 0.02], [2.58, 0.69, 1.34], [2.09, 2.24, 0.57], [0.38, -1.13, -2.23], [1.37, -0.32, 0.20], [0.54, 0.90, -0.96], [-0.80, 0.68, 1.48], [-0.37, -0.89, 1.40], [-2.40, -1.29, 0.04], [-2.39, 0.48, -0.32], [-0.74, -1.05, -1.20]], "lowdin_charge": [-0.022, -0.094, -0.196, -0.257, -0.078, 0.055, 0.042, 0.022, 0.104, 0.102, 0.113, 0.107, 0.076, 0.067, -0.040], "gap_ev": 6.42, "homo_ev": -7.47, "multiplicity": 1}

---

Most stable: run 1